*i*
ORCA calculation (the ωB97M-V functional and the def2-TZVPD basis) on a 2-piece molecular cluster, C12H19NO overall.

Calculated values
- Kohn-Sham gap (eV) = 9.48
- HOMO energy (eV) = -8.733

```
! wB97M-V def2-TZVPD RIJCOSX def2/J DEFGRID3
* xyz 0 1
C -3.7883 0.8553 1.3819
C -2.2382 0.5436 1.3912
N -2.1344 0.1591 0.0790
C -1.2254 -1.0768 -0.0196
C -1.7580 1.2442 -0.8276
C -1.7388 0.7441 -2.3174
O -1.8050 2.3651 -0.6007
H -4.0807 0.6137 2.5323
H -4.5336 -0.0774 1.1303
H -4.2932 1.6217 0.9848
H -1.5503 1.2389 1.6931
H -2.0240 -0.3033 2.1668
H -2.2084 -1.5923 -0.4274
H -0.4983 -0.8751 -0.6530
H -0.8478 -1.7339 0.8287
H -0.7782 0.3151 -2.4918
H -2.4838 -0.0697 -2.1978
H -2.0829 1.5196 -2.8835
C 2.3312 -1.2682 -2.0133
C 2.6574 -0.6474 -0.6532
C 2.8793 -1.4894 0.5124
C 3.1754 -0.8770 1.7557
C 3.1506 0.5714 1.9813
C 2.8607 1.2282 0.8612
C 2.4658 0.7061 -0.3547
H 1.2291 -1.8258 -1.9749
H 2.9879 -1.9283 -2.4583
H 1.8510 -0.5014 -2.7986
H 3.0838 -2.5324 0.2065
H 3.2824 -1.5277 2.5569
H 3.1418 0.9605 2.9306
H 2.6841 2.2419 0.8176
H 2.2888 1.3978 -1.1386
*
```

---

*ii*
ORCA calculation (the ωB97M-V functional and the def2-TZVPD basis) on a 2-piece molecular cluster, C12H19NO overall.

Calculated values
- Kohn-Sham gap (eV) = 9.51
- HOMO energy (eV) = -8.651

```
! wB97M-V def2-TZVPD RIJCOSX def2/J DEFGRID3
* xyz 0 1
C 1.4242 2.1213 -0.1133
C 2.1767 1.5721 1.1136
N 2.1507 0.1516 1.4058
C 3.3774 -0.5645 1.5526
C 0.9768 -0.6122 1.2986
C -0.0913 -0.2806 2.3347
O 0.9968 -1.7031 0.7756
H 2.1207 2.7848 -0.6112
H 0.4546 2.5648 0.0531
H 1.4668 1.2916 -0.8320
H 3.2548 1.6639 1.0957
H 1.8263 2.2283 1.9297
H 3.2972 -1.4562 2.1714
H 3.7966 -0.8732 0.5838
H 4.1647 -0.0768 2.1033
H -1.1003 -0.2038 1.9201
H -0.2242 -1.2379 2.8441
H 0.2299 0.4836 3.0320
C -3.7992 0.4065 -0.6942
C -2.5823 -0.2482 -1.2767
C -1.6100 0.5447 -1.8909
C -0.4725 -0.0859 -2.3657
C -0.3744 -1.4689 -2.4130
C -1.2291 -2.2078 -1.6244
C -2.3076 -1.5829 -0.9854
H -3.7152 1.4654 -0.4344
H -4.3166 -0.0649 0.1419
H -4.5762 0.4858 -1.4691
H -1.7607 1.6148 -1.9233
H 0.2224 0.5718 -2.8721
H 0.3983 -1.8887 -3.0432
H -1.1539 -3.2698 -1.4283
H -3.0213 -2.1254 -0.3787
*
```

---

The data favor *ii*; the next most stable structure lies 428.0 kJ/mol above it.

---

*i*
ORCA calculation (the ωB97M-V functional and the def2-TZVPD basis) on C3H8N3S as an isolated structure.

Calculated values
- Kohn-Sham gap (eV) = 9.38
- HOMO energy (eV) = -14.151

```
! wB97M-V def2-TZVPD RIJCOSX def2/J DEFGRID3
* xyz 1 1
C -1.2120 -0.3582 0.0898
C -0.4627 -0.6422 1.3162
C 2.0016 1.1734 -1.0835
N -0.5803 -0.1639 -0.9839
N -2.4902 -0.5262 0.1370
N 1.2212 0.0936 -0.4441
S 1.0668 0.3389 1.3093
H -1.0417 -0.4147 2.1684
H -0.3709 -1.7917 1.5296
H 2.4090 1.7787 -0.2431
H 2.8700 0.8032 -1.7068
H 1.3471 1.9016 -1.6187
H -2.9388 -0.9545 0.9595
H -3.1657 -0.4011 -0.6455
H 1.3468 -0.8369 -0.7841
*
```

---

*ii*
ORCA calculation (the ωB97M-V functional and the def2-TZVPD basis) on an isolated ion of composition C3H8N3S and charge +1.

Calculated values
- Kohn-Sham gap (eV) = 8.43
- HOMO energy (eV) = -12.598

```
! wB97M-V def2-TZVPD RIJCOSX def2/J DEFGRID3
* xyz 1 1
N -2.5744 1.5283 -0.0888
N -1.8393 0.3513 -0.1630
C -0.5308 0.1540 -0.0247
N 0.0321 -1.0398 -0.0989
C 1.3673 -1.3781 -0.1363
C 2.4468 -0.5643 -0.0300
S 2.5928 1.2065 -0.0523
H -3.6499 1.4783 0.0169
H -2.0536 2.1520 0.5000
H -2.4478 -0.5509 -0.2211
H 0.2363 1.0067 -0.2235
H -0.5533 -1.8983 0.2001
H 1.5776 -2.3825 -0.2902
H 3.3154 -1.1072 -0.4404
H 2.0810 1.0440 1.0521
*
```

---

The data favor *i*; the next most stable structure lies 31.4 kJ/mol above it.

---

*i*
ORCA calculation (the ωB97M-V functional and the def2-TZVPD basis) on one molecule with the formula C7H10O.

Calculated values
- Kohn-Sham gap (eV) = 10.06
- HOMO energy (eV) = -9.041

```
! wB97M-V def2-TZVPD RIJCOSX def2/J DEFGRID3
* xyz 0 1
C 1.8870 0.1446 -0.1060
C 1.0373 1.2155 0.0416
C -0.3903 1.0837 0.6070
C -1.4178 0.7347 -0.2887
C -1.6821 -0.9921 -0.1356
C -0.1815 -0.9896 0.2835
C 1.4025 -1.2453 0.1998
O -0.3664 -0.1131 1.3675
H 3.0071 0.3077 -0.3131
H 1.5623 2.1658 -0.2531
H -0.6567 1.7734 1.2527
H -2.3030 1.5153 -0.2243
H -0.9437 1.0809 -1.3870
H -1.7223 -1.4346 -1.1528
H -2.5302 -1.3070 0.3719
H 0.0656 -0.3926 -0.5166
H 1.4829 -1.6862 -0.7658
H 1.7493 -1.8609 1.0189
*
```

---

*ii*
ORCA calculation (the ωB97M-V functional and the def2-TZVPD basis) on C7H10O as an isolated structure.

Calculated values
- Kohn-Sham gap (eV) = 10.06
- HOMO energy (eV) = -8.951

```
! wB97M-V def2-TZVPD RIJCOSX def2/J DEFGRID3
* xyz 0 1
C 1.8169 0.7783 -0.2813
C 1.8514 -0.7879 0.0173
C 0.3364 -0.6722 -0.3310
C -1.2155 -1.0079 -0.1811
C -1.8616 -0.0933 0.8408
C -1.3744 0.9312 -0.1997
C 0.2425 0.7303 0.0580
H 2.3900 1.4911 0.3309
H 2.0054 1.0294 -1.3228
H 2.5015 -1.3567 -0.6546
H 2.1863 -0.9728 1.0388
H 0.2436 -0.8071 -1.4088
H -1.5744 -2.0333 -0.3834
H -2.9437 -0.2872 1.0834
H -1.4347 -0.0311 1.8849
H -1.7230 1.9950 -0.3490
H 0.2677 1.0240 1.1627
O -1.7143 0.0704 -1.3050
*
```

---

*iii*
ORCA calculation (the ωB97M-V functional and the def2-TZVPD basis) on one molecule with the formula C7H10O.

Calculated values
- Kohn-Sham gap (eV) = 9.12
- HOMO energy (eV) = -8.202

```
! wB97M-V def2-TZVPD RIJCOSX def2/J DEFGRID3
* xyz 0 1
C -1.9449 -1.1635 -0.2000
C -0.9221 -0.2073 -0.0474
C -1.1715 1.3521 0.1590
C 0.3315 -0.2244 -0.2012
C 1.4428 -1.3409 -0.0370
C 2.5452 -0.7985 0.0509
O 2.5242 0.5769 -0.1778
C 1.2553 1.0236 -0.1709
H -2.6194 -1.3191 0.7826
H -2.6078 -0.6812 -1.0408
H -1.7269 -2.3015 -0.1692
H -1.5832 1.9156 1.1825
H -0.1545 1.7661 -0.3926
H -2.1146 1.5541 -0.3480
H 1.3512 -2.4149 0.3927
H 3.5921 -1.0747 0.5424
H 1.0119 1.7046 -1.0353
H 0.7904 1.6332 0.7101
*
```

---

*iv*
ORCA calculation (the ωB97M-V functional and the def2-TZVPD basis) on one molecule with the formula C7H10O.

Calculated values
- Kohn-Sham gap (eV) = 10.33
- HOMO energy (eV) = -9.248

```
! wB97M-V def2-TZVPD RIJCOSX def2/J DEFGRID3
* xyz 0 1
O 2.2515 -1.3861 -0.4435
C 1.6174 -0.7613 0.6541
C 1.4238 0.7577 0.4379
C 0.1038 1.1584 -0.1928
C -0.8756 0.2633 0.4411
C -2.0202 -0.5785 -0.2798
C -1.0307 -1.7857 -0.1700
C -0.1654 -1.0599 0.5678
H 1.5926 -1.6952 -1.0297
H 2.2039 -1.1613 1.5678
H 2.2499 1.0917 -0.1123
H 1.5615 1.1144 1.4983
H -0.2548 2.2542 0.0226
H 0.2059 0.9263 -1.1872
H -1.3340 0.5926 1.3037
H -2.2351 -0.2649 -1.3370
H -2.9471 -0.6978 0.3428
H -1.2826 -2.7660 -0.4049
*
```

---

The data favor *iv*; the next most stable structure lies 143.7 kJ/mol above it.

---

*i*
ORCA calculation (the ωB97M-V functional and the def2-TZVPD basis) on C5H14N2OP as an isolated structure.

Calculated values
- Kohn-Sham gap (eV) = 10.05
- HOMO energy (eV) = -13.771

```
! wB97M-V def2-TZVPD RIJCOSX def2/J DEFGRID3
* xyz 1 1
C -0.8081 -0.6286 0.1329
C 1.7444 0.8935 -2.4941
C 1.3293 0.2869 -1.1720
C -0.1015 -0.3066 -1.1925
C -0.9761 0.2304 1.3955
N 0.2134 -1.1960 1.0147
N -2.1450 0.0676 2.0396
O -1.9597 -1.3273 -0.1167
P 0.3287 1.2383 2.1128
H 0.8807 1.6423 -2.6361
H 1.6481 0.0677 -3.2490
H 2.7465 1.2114 -2.4410
H 2.0428 -0.4327 -0.8855
H 1.4724 1.0543 -0.3750
H -0.6260 0.3424 -1.9870
H -0.1116 -1.1599 -1.8150
H 0.1814 -2.1862 1.3268
H 1.1303 -0.9442 0.7257
H -2.6954 -0.6632 1.5629
H -1.9700 -1.5103 -1.0802
H -2.2862 0.2111 3.1424
H -0.1800 2.4630 2.5976
H 0.1417 0.6460 3.3930
*
```

---

*ii*
ORCA calculation (the ωB97M-V functional and the def2-TZVPD basis) on a 2-piece molecular cluster, C5H14N2OP overall.

Calculated values
- Kohn-Sham gap (eV) = 7.44
- HOMO energy (eV) = -12.631

```
! wB97M-V def2-TZVPD RIJCOSX def2/J DEFGRID3
* xyz 1 1
C -0.4830 -0.8538 -0.5666
C -1.4301 -1.8634 -1.1823
C 1.7996 -0.5447 0.4576
C 1.2573 -2.4153 -1.0488
C -0.8860 3.7078 0.5955
N 0.8042 -1.2234 -0.3369
N -0.6317 2.2576 3.0323
O -0.9351 0.2120 -0.1099
P -1.4341 2.3217 1.7204
H -0.9883 -2.3192 -2.1601
H -1.3501 -2.6945 -0.5429
H -2.4376 -1.2949 -1.3433
H 1.2356 0.1515 0.9964
H 2.2189 -1.3112 1.1264
H 2.3782 0.0721 -0.2018
H 0.8768 -2.2526 -2.0850
H 2.3926 -2.5712 -1.1601
H 0.9102 -3.2281 -0.5891
H -0.3964 3.2125 -0.2887
H -1.7360 4.1258 0.2892
H -0.3240 4.2344 1.2334
H -0.8465 1.8036 3.8992
H -2.6094 1.3667 1.3925
*
```

---

The data favor *i*; the next most stable structure lies 41.1 kJ/mol above it.